{"formula": "C54H135F2N10O22S2Sn", "method": "wB97M-V/def2-TZVPD", "s2": 0.75, "lumo_energy_ha": [-0.006, -0.024], "e_tot_ha": -5550.84658, "homo_ev": [-6.42, -7.83], "multiplicity": 2, "species": ["Sn", "S", "S", "F", "F", "O", "O", "O", "O", "O", "O", "O", "O", "O", "O", "O", "O", "O", "O", "O", "O", "O", "O", "O", "O", "O", "O", "N", "N", "N", "N", "N", "N", "N", "N", "N", "N", "C", "C", "C", "C", "C", "C", "C", "C", "C", "C", "C", "C", "C", "C", "C", "C", "C", "C", "C", "C", "C", "C", "C", "C", "C", "C", "C", "C", "C", "C", "C", "C", "C", "C", "C", "C", "C", "C", "C", "C", "C", "C", "C", "C", "C", "C", "C", "C", "C", "C", "C", "C", "C", "C", "H", "H", "H", "H", "H", "H", "H", "H", "H", "H", "H", "H", "H", "H", "H", "H", "H", "H", "H", "H", "H", "H", "H", "H", "H", "H", "H", "H", "H", "H", "H", "H", "H", "H", "H", "H", "H", "H", "H", "H", "H", "H", "H", "H", "H", "H", "H", "H", "H", "H", "H", "H", "H", "H", "H", "H", "H", "H", "H", "H", "H", "H", "H", "H", "H", "H", "H", "H", "H", "H", "H", "H", "H", "H", "H", "H", "H", "H", "H", "H", "H", "H", "H", "H", "H", "H", "H", "H", "H", "H", "H", "H", "H", "H", "H", "H", "H", "H", "H", "H", "H", "H", "H", "H", "H", "H", "H", "H", "H", "H", "H", "H", "H", "H", "H", "H", "H", "H", "H", "H", "H", "H", "H", "H", "H", "H", "H", "H", "H", "H", "H", "H", "H", "H", "H"], "xyz": [[4.74236, -0.41736, 1.26444], [1.22800, 1.56405, 0.31371], [0.56293, -0.67874, 0.52590], [0.88191, -2.08067, 1.25677], [2.55043, 2.44079, 0.52588], [3.37353, -0.58218, 3.79590], [0.56646, 2.05862, 1.47208], [0.79687, 1.95239, -1.00753], [-1.39577, 6.32358, 0.32570], [-2.50566, -4.95474, -8.43822], [-2.60503, -0.22254, -3.66145], [2.30042, 5.52565, 4.94981], [0.59773, -7.68732, 2.90863], [-0.52814, -0.29531, 1.45623], [4.34153, -0.43775, -2.09916], [-3.23681, -3.84484, 0.36487], [-3.55863, 6.84298, 4.26962], [1.32248, -3.35743, -4.39542], [-5.89808, 7.46950, -0.30295], [3.35831, -5.97346, -1.40978], [5.21501, 2.46291, 1.86252], [-4.65297, 5.60672, -3.39829], [0.32393, -1.24213, -0.77505], [-2.98814, -0.78419, 4.65476], [-1.08853, -9.26742, -1.79453], [-3.81114, 2.29331, 0.03770], [5.95599, -2.85795, -0.03317], [-1.22173, -4.18356, -4.86151], [-1.17375, -6.10018, -0.83094], [-2.93582, 1.81770, 3.27921], [-0.44347, 4.74994, 4.74647], [4.71962, -3.03809, 2.70839], [2.32164, -5.62043, 2.17588], [1.89269, -0.01227, 0.58589], [-2.14459, 3.26546, -3.89727], [6.50553, 1.42350, -0.93413], [-2.75062, 8.68226, 0.58320], [6.00824, 3.12869, 0.88372], [5.73251, 2.65759, -0.53060], [2.67943, -5.17619, -0.33601], [-3.94599, 8.50230, -0.22206], [-2.31945, -4.21912, -7.19144], [-2.35324, 4.64566, -3.40024], [2.20469, 0.16286, 4.07939], [3.43426, -1.89152, 4.44610], [-1.69506, 0.83191, -3.45583], [-7.03585, 6.68850, 0.09503], [-1.38587, -4.66618, -0.94643], [-0.92702, 4.98912, 0.09720], [-1.97376, -8.16362, -2.05412], [-4.43828, 3.31956, 0.91831], [0.33117, -6.31574, 3.36405], [-3.48587, 0.95349, 2.24307], [-0.15203, -8.75725, 3.51843], [1.75730, 5.11712, 3.65307], [3.40161, -5.31054, -2.56749], [0.59039, 4.17280, 3.90537], [-2.60445, 5.82351, 4.65881], [-1.42268, -6.74672, -2.11625], [3.09654, -0.84118, -2.58227], [-1.35738, 5.58781, 3.88197], [-3.11437, -0.92054, -2.48947], [-1.01478, -2.65643, -4.95541], [4.73047, -2.64700, 4.09982], [-4.76546, 7.41899, 0.44709], [-3.30290, 1.62836, 4.66096], [-2.50099, 0.40884, 5.24786], [2.69550, -6.11707, 0.85341], [-2.83270, 1.52268, 0.89149], [-1.15194, 7.30544, -0.75520], [0.23851, -2.55334, -4.01639], [-1.47540, 8.71393, -0.16045], [6.36753, -3.28165, -1.39509], [-3.75371, -2.93444, 1.36005], [5.97124, -3.98383, 0.85248], [-3.68836, 4.82829, -2.67296], [0.92082, -5.33859, 2.34530], [-3.34102, 8.24214, 4.34299], [-1.10754, -4.80405, -6.26698], [6.43020, 0.94098, -2.30718], [5.51958, 2.68395, 3.26068], [3.64248, 5.89975, 4.78138], [5.93410, -3.69597, 2.29712], [-1.83534, -3.85627, 0.33520], [-2.34568, 2.14750, -2.92446], [-3.62599, -4.54984, -9.24829], [-2.19433, -1.88761, 4.84648], [5.08166, 0.54388, -2.94479], [-5.01640, 4.95135, -4.51373], [1.90218, -2.97866, -5.62461], [0.24565, -9.33992, -2.41696], [1.02894, 3.35863, 4.48234], [-1.94402, 1.97378, 3.16933], [-4.54456, 1.20423, 2.30937], [-3.79436, 8.46177, -1.30070], [-2.28796, -8.33836, -3.08313], [-0.49237, -4.18529, -1.34454], [3.22825, -4.28518, -0.03106], [-4.56714, 9.36995, 0.00031], [2.61860, 0.13518, -2.66227], [1.42707, -0.50449, 3.70783], [6.12210, 3.38935, -1.23831], [2.45565, -5.40920, -3.09995], [4.64169, 2.36161, 3.82060], [2.71546, -2.30857, -5.34597], [7.15625, 0.15289, -2.50682], [-1.43820, -4.24664, 1.27221], [-2.76922, -8.10955, -1.31087], [2.04577, 1.12867, 3.59973], [-1.00712, 6.55678, 3.52628], [-2.05773, 2.34509, -1.89193], [-1.45862, 0.70624, 5.13317], [-1.58282, -6.49969, 0.00162], [-3.14476, 4.88183, 4.75581], [-1.14589, -5.88979, -6.17869], [-1.71438, 4.40145, -0.37482], [-3.23533, -0.09841, 2.38034], [-2.50932, 0.78966, 0.15243], [0.19787, 3.87409, 2.93336], [0.27816, -9.05782, -3.46932], [-0.48269, -6.75125, -2.66807], [-5.81089, 5.50412, -5.01506], [-4.79095, -3.18472, 1.58275], [-1.95578, 2.07365, 1.23137], [-2.22210, 5.52589, -4.02961], [-3.79641, 3.86199, 1.61248], [6.18048, 1.91495, 3.66061], [-1.46875, 5.07929, 2.92432], [-2.78044, -2.77553, 4.60951], [-2.03666, -4.29026, -1.73591], [4.18576, 5.26799, 4.07863], [-0.09729, -4.50648, -6.54792], [-0.36395, -9.53790, 2.78783], [5.63503, -2.09686, 4.35907], [-1.25287, -1.84357, 4.29893], [-4.18136, 4.74387, -5.18289], [4.14738, -5.65411, -3.28436], [-3.57256, -0.22510, -1.78623], [-4.23310, 8.85765, 4.22704], [2.65704, -1.51741, -1.84902], [6.28283, -4.56982, 2.84746], [-2.26309, 6.13744, 5.64523], [-3.06266, 2.56706, 5.16017], [-2.18994, -1.35297, -2.10668], [4.65825, 2.64158, -0.71445], [-0.36008, -4.45794, -4.41165], [-1.43414, -2.84302, 0.35634], [-2.04096, -6.17024, -2.80436], [6.81366, 1.71991, -2.96621], [-4.43750, 6.37951, 0.44806], [4.05485, -3.76235, 2.47680], [5.53069, 0.11679, -3.84150], [-0.00690, 5.05763, -0.48314], [-7.41757, 6.50792, -0.90986], [0.82657, -8.61124, -1.85158], [5.74266, 4.18555, 0.85925], [3.50891, 6.90505, 4.38188], [-1.23302, 1.05266, -4.41806], [-2.40151, -3.13520, -7.27192], [2.35629, -3.85062, -6.09532], [-1.17167, -8.64498, 3.88699], [2.40243, -6.38120, 2.83527], [3.72749, -6.45642, 0.94251], [2.18447, -7.06535, 0.68694], [2.56074, -2.44301, 4.09834], [-4.63943, -4.81686, -8.94875], [2.14047, 0.23333, 5.16521], [5.83542, -4.20345, -1.63017], [0.29210, -9.27562, 4.36823], [0.75281, -4.32847, 2.71886], [0.47380, -1.51061, -3.80318], [1.65022, -4.96368, -0.62526], [-0.84208, -2.31854, -5.97722], [-3.54624, -5.04765, -10.21468], [-2.92702, 8.71765, 5.23214], [-4.96730, 4.06529, 0.32492], [1.28999, -2.46732, -6.36748], [-4.10576, 3.86313, -2.38602], [3.42332, -1.86002, 5.53558], [-1.91007, 7.08454, -1.50656], [5.94335, 3.64651, 3.54703], [-4.95659, 7.59776, 1.50521], [-5.27035, 2.87039, 1.46053], [-1.46019, 9.37168, -1.02950], [-2.73827, 3.03023, -4.67977], [-2.52462, 0.38735, 6.33739], [4.78754, -3.54096, 4.72085], [-3.71097, -1.90473, 1.00512], [-6.83737, 5.77905, 0.66214], [3.24515, -1.37740, -3.51954], [0.02512, 5.30815, 5.44571], [0.36912, -5.44852, 1.41169], [0.79098, -10.25935, -2.20396], [-3.25033, -2.94151, 2.32682], [2.49298, 4.63099, 3.01233], [-3.85961, -1.64737, -2.81263], [-7.58727, 7.33722, 0.77562], [-0.83428, 0.40312, -2.94272], [-5.36436, 3.93249, -4.34354], [-3.32916, -4.49548, -6.88780], [7.49129, 1.55534, -0.75805], [5.19831, -4.73782, 0.70351], [-2.60410, 7.83434, 1.11204], [-0.59424, 4.55975, 1.04218], [-1.86794, -1.99425, 5.88099], [5.98693, -2.57425, -2.13187], [-4.37496, 1.43265, 4.68305], [-0.72292, -6.03832, 3.35829], [7.08969, 3.05991, 1.00142], [-2.79713, 8.46229, 3.42440], [7.44418, -3.42489, -1.48684], [-3.52460, -3.49107, -9.48671], [1.26893, 5.90363, 3.07776], [6.73135, -2.96698, 2.44224], [-0.73927, 9.00489, 0.58892], [6.96377, -4.42674, 0.76999], [3.64501, -4.26792, -2.36306], [-3.39594, 1.85627, -2.90870], [4.19485, 5.82066, 5.71773], [0.73799, -6.26967, 4.37424], [-1.82540, -2.02967, -4.58374], [-0.21508, 7.25572, -1.31010], [4.35799, 1.30003, -3.24917], [-0.19236, -2.98997, -3.11539], [-1.55565, 4.89195, -2.69932], [-3.53527, 5.26709, -1.68700]]}